# 1
{"formula": "C27H67O34S8V", "method": "ωB97M-V/def2-TZVPD", "lumo_ev": [1.5, 1.5], "total_charge": -1, "orbital_gap_ev": [6.3, 6.3], "total_energy_ha": -7756.5053, "fmax_ha_per_bohr": 0.1419, "homo_energy_ha": [-0.1754, -0.1754], "spin_multiplicity": 2, "symbols": ["O", "V", "O", "C", "O", "O", "H", "O", "C", "O", "O", "H", "O", "C", "O", "O", "H", "O", "S", "O", "O", "C", "C", "C", "H", "H", "H", "H", "H", "H", "H", "H", "O", "S", "O", "O", "C", "C", "C", "H", "H", "H", "H", "H", "H", "H", "H", "O", "S", "O", "O", "C", "C", "C", "H", "H", "H", "H", "H", "H", "H", "H", "O", "S", "O", "O", "C", "C", "C", "H", "H", "H", "H", "H", "H", "H", "H", "O", "S", "O", "O", "C", "C", "C", "H", "H", "H", "H", "H", "H", "H", "H", "O", "S", "O", "O", "C", "C", "C", "H", "H", "H", "H", "H", "H", "H", "H", "O", "S", "O", "O", "C", "C", "C", "H", "H", "H", "H", "H", "H", "H", "H", "O", "S", "O", "O", "C", "C", "C", "H", "H", "H", "H", "H", "H", "H", "H"], "xyz": [[27.49, -11.09, -0.08], [27.74, -12.53, -0.62], [24.01, -12.83, -2.80], [25.11, -13.50, -2.40], [25.90, -12.94, -1.63], [25.18, -14.69, -2.68], [24.20, -11.96, -2.45], [27.18, -14.53, 3.18], [27.10, -14.65, 1.86], [26.81, -15.72, 1.28], [27.24, -13.69, 1.11], [27.49, -13.62, 3.26], [30.06, -15.89, -2.28], [28.87, -15.29, -2.43], [28.73, -14.05, -2.18], [27.86, -15.84, -2.99], [29.98, -16.84, -2.33], [21.06, -12.88, 1.90], [21.21, -14.09, 1.09], [21.74, -15.33, 1.61], [19.74, -14.24, 0.23], [19.58, -15.28, -0.70], [18.46, -14.55, -1.47], [22.24, -13.47, -0.33], [19.18, -16.12, -0.15], [20.41, -15.75, -1.22], [18.62, -13.59, -1.95], [17.53, -14.50, -0.90], [18.17, -15.24, -2.27], [22.15, -12.38, -0.28], [21.76, -13.85, -1.22], [23.24, -13.86, -0.14], [22.78, -10.06, 1.20], [21.75, -9.12, 1.65], [22.12, -7.72, 1.91], [20.39, -9.18, 0.62], [20.62, -9.73, -0.71], [19.66, -10.89, -0.90], [20.98, -9.73, 3.21], [21.65, -9.95, -1.01], [20.27, -8.98, -1.42], [19.52, -11.39, -1.87], [18.64, -10.50, -0.81], [19.82, -11.55, -0.04], [21.65, -9.53, 4.05], [20.70, -10.78, 3.09], [20.08, -9.14, 3.33], [24.13, -11.13, 4.81], [23.60, -12.49, 4.92], [24.05, -13.31, 6.04], [21.89, -12.48, 4.87], [21.28, -13.59, 5.49], [19.98, -13.94, 4.73], [23.84, -13.31, 3.25], [21.16, -13.33, 6.54], [21.83, -14.53, 5.37], [19.14, -14.25, 5.36], [20.10, -14.73, 3.99], [19.62, -13.04, 4.23], [23.28, -12.61, 2.63], [23.30, -14.24, 3.36], [24.89, -13.34, 2.95], [30.38, -11.14, -3.71], [28.98, -10.92, -3.71], [28.21, -11.18, -2.49], [28.78, -9.37, -4.08], [29.83, -8.65, -4.69], [29.19, -7.82, -5.80], [28.28, -11.64, -5.29], [30.49, -9.33, -5.22], [30.35, -8.02, -3.96], [28.43, -7.12, -5.49], [28.75, -8.51, -6.52], [30.00, -7.23, -6.23], [29.05, -11.46, -6.04], [27.31, -11.18, -5.48], [28.16, -12.73, -5.24], [29.89, -4.64, 2.17], [29.43, -5.93, 2.71], [28.62, -6.08, 3.94], [28.48, -6.70, 1.54], [28.93, -6.71, 0.19], [28.12, -7.69, -0.67], [30.82, -7.21, 2.82], [29.96, -7.06, 0.15], [28.85, -5.72, -0.24], [27.14, -7.22, -0.79], [27.81, -8.59, -0.15], [28.70, -7.77, -1.60], [30.39, -8.21, 2.69], [31.24, -7.17, 3.83], [31.62, -7.07, 2.09], [28.49, -9.54, 2.57], [27.57, -10.22, 3.46], [27.18, -11.60, 3.44], [28.15, -10.02, 5.00], [28.73, -8.82, 5.45], [29.49, -9.06, 6.75], [26.17, -8.95, 3.69], [27.93, -8.18, 5.81], [29.42, -8.28, 4.81], [30.09, -9.95, 6.59], [28.78, -9.25, 7.55], [29.90, -8.08, 7.00], [25.49, -9.18, 4.51], [25.60, -8.83, 2.77], [26.57, -7.96, 3.91], [24.44, -10.37, -1.78], [24.31, -9.11, -2.50], [23.01, -8.86, -3.12], [24.69, -7.78, -1.53], [24.30, -6.43, -1.93], [23.34, -5.90, -0.87], [25.72, -9.06, -3.79], [23.83, -6.32, -2.90], [25.17, -5.78, -2.01], [23.51, -4.83, -0.73], [23.37, -6.39, 0.10], [22.32, -6.08, -1.22], [25.71, -9.92, -4.46], [26.61, -8.90, -3.18], [25.44, -8.16, -4.34], [29.85, -12.34, 0.28], [31.14, -11.71, 0.69], [31.31, -10.30, 0.62], [31.71, -12.31, 2.12], [30.79, -13.02, 2.98], [31.74, -13.35, 4.19], [32.51, -12.56, -0.43], [30.29, -13.96, 2.76], [29.98, -12.38, 3.32], [31.23, -13.68, 5.09], [32.20, -12.41, 4.49], [32.48, -14.11, 3.96], [32.21, -12.67, -1.47], [32.79, -13.57, -0.12], [33.27, -11.80, -0.59]], "lowdin_spin": [-0.180, 1.117, 0.000, 0.002, 0.012, 0.008, 0.000, 0.000, 0.002, 0.009, 0.014, 0.000, 0.000, 0.000, 0.003, 0.000, 0.000, 0.000, 0.000, 0.000, 0.000, 0.000, 0.000, 0.000, 0.000, 0.000, 0.000, 0.000, 0.000, 0.000, 0.000, 0.000, 0.000, 0.000, 0.000, 0.000, 0.000, 0.000, 0.000, 0.000, 0.000, 0.000, 0.000, 0.000, 0.000, 0.000, 0.000, 0.000, 0.000, 0.000, 0.000, 0.000, 0.000, 0.000, 0.000, 0.000, 0.000, 0.000, 0.000, 0.000, 0.000, 0.000, 0.000, 0.001, 0.004, 0.000, 0.000, 0.000, 0.000, 0.000, 0.000, 0.000, 0.000, 0.000, 0.000, 0.000, 0.000, 0.000, 0.000, 0.000, 0.000, 0.000, 0.000, 0.000, 0.000, 0.000, 0.000, 0.000, 0.000, 0.000, 0.000, 0.000, 0.000, 0.000, 0.000, 0.000, 0.000, 0.000, 0.000, 0.000, 0.000, 0.000, 0.000, 0.000, 0.000, 0.000, 0.000, 0.000, 0.000, 0.000, 0.000, 0.000, 0.000, 0.000, 0.000, 0.000, 0.000, 0.000, 0.000, 0.000, 0.000, 0.000, 0.006, 0.001, 0.000, 0.001, 0.000, 0.000, 0.000, 0.000, 0.000, 0.000, 0.000, 0.000, 0.000, 0.000, 0.000]}

# 2
{"formula": "C18H36Cl18", "method": "ωB97M-V/def2-TZVPD", "lumo_ev": 0.0, "orbital_gap_ev": 10.4, "relative_energy_ev": 1.0900, "total_energy_ha": -8990.9182, "fmax_ha_per_bohr": 0.0346, "smiles": "ClCCCl.ClCCCl.ClCCCl.ClCCCl.ClCCCl.ClCCCl.ClCCCl.ClCCCl.ClCCCl", "homo_energy_ha": -0.3819, "symbols": ["Cl", "C", "C", "Cl", "H", "H", "H", "H", "Cl", "C", "C", "Cl", "H", "H", "H", "H", "Cl", "C", "C", "Cl", "H", "H", "H", "H", "Cl", "C", "C", "Cl", "H", "H", "H", "H", "Cl", "C", "C", "Cl", "H", "H", "H", "H", "Cl", "C", "C", "Cl", "H", "H", "H", "H", "Cl", "C", "C", "Cl", "H", "H", "H", "H", "Cl", "C", "C", "Cl", "H", "H", "H", "H", "Cl", "C", "C", "Cl", "H", "H", "H", "H"], "xyz": [[-5.71, 13.80, -24.41], [-6.33, 13.64, -26.02], [-6.64, 12.20, -26.40], [-5.17, 11.21, -26.36], [-5.63, 14.08, -26.73], [-7.23, 14.26, -26.10], [-7.05, 12.18, -27.41], [-7.37, 11.82, -25.69], [-14.12, 15.69, -19.98], [-12.91, 16.68, -20.91], [-11.65, 15.84, -21.10], [-10.27, 17.02, -21.09], [-12.70, 17.51, -20.26], [-13.36, 16.98, -21.85], [-11.60, 15.31, -22.04], [-11.37, 15.23, -20.25], [-5.32, 6.74, -22.95], [-7.03, 6.80, -23.33], [-7.74, 8.01, -22.79], [-7.08, 9.50, -23.61], [-7.48, 5.93, -22.84], [-7.23, 6.67, -24.39], [-7.53, 8.20, -21.74], [-8.80, 8.03, -22.99], [-11.49, 17.65, -24.35], [-10.52, 16.52, -25.32], [-9.24, 17.24, -25.77], [-9.48, 18.76, -26.67], [-11.13, 16.15, -26.14], [-10.18, 15.66, -24.74], [-8.50, 16.64, -26.29], [-8.75, 17.46, -24.82], [-14.26, 12.09, -28.65], [-13.31, 11.54, -27.25], [-14.12, 10.61, -26.37], [-13.25, 10.32, -24.86], [-13.06, 12.40, -26.64], [-12.44, 11.08, -27.71], [-14.38, 9.65, -26.81], [-15.06, 11.08, -26.11], [-13.39, 10.31, -21.27], [-12.30, 9.08, -21.98], [-11.63, 8.24, -20.91], [-10.19, 9.00, -20.25], [-11.58, 9.50, -22.68], [-12.97, 8.44, -22.56], [-11.29, 7.38, -21.49], [-12.27, 7.90, -20.10], [-9.05, 14.08, -22.89], [-9.12, 12.35, -23.06], [-10.32, 11.92, -23.89], [-10.20, 12.53, -25.54], [-9.13, 11.86, -22.08], [-8.20, 12.00, -23.52], [-11.18, 12.42, -23.45], [-10.57, 10.86, -23.94], [-10.80, 7.09, -29.50], [-10.36, 7.21, -27.78], [-10.26, 8.68, -27.43], [-9.52, 8.86, -25.82], [-9.44, 6.66, -27.64], [-11.20, 6.76, -27.25], [-11.24, 9.15, -27.42], [-9.66, 9.23, -28.16], [-8.48, 12.25, -19.51], [-7.92, 11.22, -18.16], [-7.87, 12.01, -16.87], [-6.24, 12.59, -16.54], [-6.96, 10.82, -18.47], [-8.57, 10.36, -18.07], [-8.17, 11.45, -15.97], [-8.58, 12.84, -16.79]], "mulliken_charge": [-0.147, -0.089, 0.120, -0.181, 0.419, -0.114, 0.306, -0.304, -0.232, -0.351, -0.265, -0.206, 0.326, 0.250, 0.067, 0.417, -0.178, -0.357, -0.303, -0.108, 0.348, 0.260, 0.392, -0.074, -0.169, 0.300, -0.377, -0.197, 0.349, -0.367, 0.117, 0.323, -0.216, 0.017, -0.760, -0.018, 0.212, 0.019, 0.341, 0.430, -0.171, 0.182, -0.638, -0.101, -0.342, 0.410, 0.266, 0.432, -0.100, 0.672, 0.452, -0.190, -0.128, -0.310, 0.450, -0.833, -0.211, -0.376, -0.400, -0.020, 0.301, 0.289, -0.018, 0.392, -0.157, -0.424, -0.407, -0.197, 0.355, 0.208, 0.297, 0.311]}

# 3
{"formula": "C20H19Br2I2N4OOs", "method": "ωB97M-V/def2-TZVPD", "lumo_ev": [-5.2, -5.3], "total_charge": 1, "orbital_gap_ev": [5.6, 5.6], "total_energy_ha": -6901.6385, "fmax_ha_per_bohr": 0.0645, "homo_energy_ha": [-0.3992, -0.3990], "symbols": ["Os", "Br", "C", "C", "C", "Br", "C", "C", "C", "C", "N", "C", "C", "O", "H", "H", "H", "H", "I", "I", "N", "C", "N", "C", "C", "C", "C", "C", "C", "H", "H", "H", "H", "H", "H", "C", "C", "C", "C", "N", "H", "H", "H", "H", "H", "H", "H", "H", "H"], "xyz": [[0.18, -0.68, -0.26], [4.17, 2.28, -1.01], [3.69, 1.44, 0.60], [4.43, 1.61, 1.77], [4.04, 0.99, 2.94], [5.06, 1.30, 4.50], [2.88, 0.16, 3.00], [2.43, -0.55, 4.12], [1.29, -1.31, 4.03], [0.57, -1.34, 2.84], [0.97, -0.69, 1.75], [2.12, 0.03, 1.81], [2.53, 0.65, 0.58], [1.83, 0.46, -0.48], [5.31, 2.23, 1.75], [2.99, -0.51, 5.04], [0.95, -1.90, 4.87], [-0.35, -1.90, 2.75], [0.16, -3.45, 0.10], [2.37, -5.34, 0.52], [0.34, 1.64, -3.65], [0.23, 0.40, -3.14], [-0.34, 0.39, -1.96], [-0.60, 1.72, -1.65], [-1.13, 2.28, -0.48], [-1.21, 3.66, -0.43], [-0.79, 4.45, -1.51], [-0.27, 3.90, -2.67], [-0.17, 2.52, -2.72], [0.77, 1.89, -4.53], [0.55, -0.48, -3.67], [-1.45, 1.65, 0.34], [-1.59, 4.14, 0.45], [-0.87, 5.52, -1.42], [0.06, 4.52, -3.48], [-3.35, -3.02, 0.42], [-2.56, -2.18, -0.59], [-3.35, -0.89, -0.90], [-2.37, -2.95, -1.91], [-1.29, -1.85, -0.04], [-4.32, -3.29, 0.00], [-3.52, -2.43, 1.32], [-2.81, -3.92, 0.69], [-4.32, -1.15, -1.29], [-2.82, -0.30, -1.65], [-3.48, -0.29, -0.01], [-3.30, -2.98, -2.47], [-2.04, -3.98, -1.74], [-1.61, -2.45, -2.52]], "mulliken_charge": [1.148, -0.127, -0.065, -0.385, -0.037, -0.180, 0.441, -0.456, -1.130, 0.117, -0.297, 0.304, 0.518, -0.681, 0.457, 0.375, 0.421, 0.501, 0.230, -0.327, -0.019, -0.542, -0.338, 1.074, -0.245, -0.881, -0.513, -1.033, 0.397, 0.240, 0.530, 0.241, 0.425, 0.419, 0.449, -1.623, 1.253, -1.503, -1.581, -0.059, 0.444, 0.380, 0.360, 0.499, 0.275, 0.336, 0.439, 0.480, 0.269]}

Copy entry 3 word for word.
{"formula": "C20H19Br2I2N4OOs", "method": "ωB97M-V/def2-TZVPD", "lumo_ev": [-5.2, -5.3], "total_charge": 1, "orbital_gap_ev": [5.6, 5.6], "total_energy_ha": -6901.6385, "fmax_ha_per_bohr": 0.0645, "homo_energy_ha": [-0.3992, -0.3990], "symbols": ["Os", "Br", "C", "C", "C", "Br", "C", "C", "C", "C", "N", "C", "C", "O", "H", "H", "H", "H", "I", "I", "N", "C", "N", "C", "C", "C", "C", "C", "C", "H", "H", "H", "H", "H", "H", "C", "C", "C", "C", "N", "H", "H", "H", "H", "H", "H", "H", "H", "H"], "xyz": [[0.18, -0.68, -0.26], [4.17, 2.28, -1.01], [3.69, 1.44, 0.60], [4.43, 1.61, 1.77], [4.04, 0.99, 2.94], [5.06, 1.30, 4.50], [2.88, 0.16, 3.00], [2.43, -0.55, 4.12], [1.29, -1.31, 4.03], [0.57, -1.34, 2.84], [0.97, -0.69, 1.75], [2.12, 0.03, 1.81], [2.53, 0.65, 0.58], [1.83, 0.46, -0.48], [5.31, 2.23, 1.75], [2.99, -0.51, 5.04], [0.95, -1.90, 4.87], [-0.35, -1.90, 2.75], [0.16, -3.45, 0.10], [2.37, -5.34, 0.52], [0.34, 1.64, -3.65], [0.23, 0.40, -3.14], [-0.34, 0.39, -1.96], [-0.60, 1.72, -1.65], [-1.13, 2.28, -0.48], [-1.21, 3.66, -0.43], [-0.79, 4.45, -1.51], [-0.27, 3.90, -2.67], [-0.17, 2.52, -2.72], [0.77, 1.89, -4.53], [0.55, -0.48, -3.67], [-1.45, 1.65, 0.34], [-1.59, 4.14, 0.45], [-0.87, 5.52, -1.42], [0.06, 4.52, -3.48], [-3.35, -3.02, 0.42], [-2.56, -2.18, -0.59], [-3.35, -0.89, -0.90], [-2.37, -2.95, -1.91], [-1.29, -1.85, -0.04], [-4.32, -3.29, 0.00], [-3.52, -2.43, 1.32], [-2.81, -3.92, 0.69], [-4.32, -1.15, -1.29], [-2.82, -0.30, -1.65], [-3.48, -0.29, -0.01], [-3.30, -2.98, -2.47], [-2.04, -3.98, -1.74], [-1.61, -2.45, -2.52]], "mulliken_charge": [1.148, -0.127, -0.065, -0.385, -0.037, -0.180, 0.441, -0.456, -1.130, 0.117, -0.297, 0.304, 0.518, -0.681, 0.457, 0.375, 0.421, 0.501, 0.230, -0.327, -0.019, -0.542, -0.338, 1.074, -0.245, -0.881, -0.513, -1.033, 0.397, 0.240, 0.530, 0.241, 0.425, 0.419, 0.449, -1.623, 1.253, -1.503, -1.581, -0.059, 0.444, 0.380, 0.360, 0.499, 0.275, 0.336, 0.439, 0.480, 0.269]}

Question: Which formula does entry 1 have?
Answer: C27H67O34S8V